# 1
{
  "formula": "C16H38BNO11P2S4",
  "method": "ωB97M-V with the def2-TZVPD basis set",
  "energy_ha": -3815.22928,
  "orbital_gap_ev": 8.35,
  "max_force_ev_per_a": 1.2,
  "smiles": "NB(O)[PH]#P(O)O.O=S1(=O)CCCC1.O=S1(=O)CCCC1.O=S1(=O)CCCC1.O=S1(=O)CCCC1",
  "multiplicity": 1,
  "e_homo_ha": -0.29131,
  "lumo_ev": 0.42,
  "charge": 0,
  "species": ["S", "S", "S", "S", "P", "P", "O", "O", "O", "O", "O", "O", "O", "O", "O", "O", "O", "N", "C", "C", "C", "C", "C", "C", "C", "C", "C", "C", "C", "C", "C", "C", "C", "C", "B", "H", "H", "H", "H", "H", "H", "H", "H", "H", "H", "H", "H", "H", "H", "H", "H", "H", "H", "H", "H", "H", "H", "H", "H", "H", "H", "H", "H", "H", "H", "H", "H", "H", "H", "H", "H", "H", "H"],
  "positions_angstrom": [[-0.573, 1.852, -3.371], [-1.181, 5.813, -1.441], [2.668, -5.882, 2.971], [1.094, -1.662, -0.252], [-4.192, -0.504, 0.206], [-5.754, 0.431, 1.415], [1.409, -6.351, 2.453], [-5.745, 2.016, 1.073], [-7.064, -0.022, 0.519], [3.413, -4.859, 2.277], [1.677, -0.777, 0.726], [-2.577, 1.912, 0.164], [-0.138, -1.300, -0.915], [-0.781, 0.521, -3.876], [-1.117, 5.750, -2.881], [-1.651, 2.549, -2.693], [0.004, 5.571, -0.652], [-1.592, 0.031, 1.408], [3.275, -6.415, 5.513], [-1.895, 7.393, -0.952], [1.877, -4.205, -0.375], [0.946, -3.311, 0.446], [0.050, 2.913, -4.668], [2.333, -2.076, -1.477], [4.405, -6.947, 4.619], [3.009, -3.322, -0.911], [1.923, 2.753, -3.104], [-3.267, 7.065, -0.348], [3.759, -7.269, 3.275], [1.137, 3.734, -3.985], [-2.512, 4.790, -0.830], [-3.180, 5.648, 0.238], [2.486, -5.387, 4.690], [0.894, 1.915, -2.334], [-2.628, 0.609, 0.631], [4.883, -7.826, 5.049], [2.899, -4.384, 4.782], [-4.161, 5.255, 0.500], [-2.307, 1.885, -0.769], [1.328, -4.641, -1.213], [1.256, -3.249, 1.487], [-1.087, -0.657, 0.855], [5.169, -6.179, 4.488], [3.598, -3.834, -1.670], [-3.178, 4.593, -1.669], [-4.029, 7.092, -1.128], [-1.959, 8.026, -1.833], [2.541, 2.102, -3.728], [3.660, -5.967, 6.427], [1.427, -5.376, 4.932], [3.678, -3.046, -0.093], [-0.771, 3.510, -5.060], [3.138, -8.163, 3.330], [1.233, 0.899, -2.143], [-2.570, 5.655, 1.143], [2.620, -7.238, 5.801], [0.611, 2.389, -1.396], [4.464, -7.350, 2.451], [-2.102, 3.857, -0.454], [1.810, -2.288, -2.410], [-0.095, -3.620, 0.386], [-0.935, 0.725, 1.759], [3.001, -1.227, -1.602], [-1.223, 7.839, -0.222], [2.585, 3.275, -2.415], [0.668, 4.489, -3.358], [-4.436, -0.130, -1.138], [0.454, 2.266, -5.447], [2.258, -5.018, 0.233], [-5.893, 2.221, 0.138], [1.777, 4.232, -4.712], [-7.336, -0.892, 0.841], [-3.545, 7.800, 0.407]],
  "atomic_forces_ev_per_a": [[0.211, 0.024, -0.154], [-0.465, -0.010, 0.054], [0.090, -0.164, 0.327], [0.257, -0.480, -0.221], [0.592, -0.981, -0.288], [0.355, 0.208, 0.358], [-0.019, 0.122, -0.182], [-0.330, 0.313, -0.236], [-0.125, -0.256, 0.018], [-0.027, 0.051, -0.073], [-0.111, 0.141, -0.005], [0.138, -0.118, 0.065], [-0.031, 0.210, 0.105], [-0.138, -0.026, 0.039], [0.157, 0.055, -0.086], [-0.074, -0.286, 0.206], [0.172, -0.053, -0.110], [0.174, 0.588, 0.134], [0.010, -0.016, -0.060], [-0.182, 0.138, 0.121], [-0.023, -0.039, -0.201], [-0.002, -0.220, 0.061], [0.101, 0.187, -0.060], [0.204, -0.075, -0.050], [-0.048, 0.075, 0.008], [-0.038, 0.044, 0.085], [-0.058, -0.007, -0.099], [0.031, -0.057, 0.012], [0.151, -0.085, 0.142], [0.063, -0.087, 0.150], [-0.061, 0.078, 0.154], [0.059, 0.088, -0.049], [0.016, -0.076, 0.255], [0.297, 0.072, 0.121], [-0.352, -0.044, -0.223], [0.003, -0.002, 0.004], [0.013, 0.007, -0.089], [0.006, -0.026, 0.017], [-0.147, 0.272, -0.178], [-0.025, 0.049, -0.006], [0.049, 0.063, -0.013], [-0.278, -0.351, 0.453], [0.012, -0.011, -0.020], [-0.001, 0.007, -0.010], [0.047, -0.016, -0.040], [0.007, -0.018, -0.017], [0.094, -0.026, -0.032], [-0.025, -0.019, -0.005], [-0.005, 0.004, 0.006], [-0.024, 0.050, -0.083], [0.004, 0.000, 0.001], [-0.062, -0.041, 0.064], [-0.030, 0.012, -0.022], [-0.192, -0.030, 0.005], [-0.002, -0.030, 0.011], [-0.007, -0.007, -0.018], [-0.080, 0.011, -0.014], [-0.068, 0.049, -0.066], [0.027, 0.253, -0.044], [-0.049, 0.030, 0.017], [-0.037, 0.108, 0.035], [0.131, -0.171, -0.259], [-0.071, 0.062, 0.032], [0.055, -0.060, -0.003], [-0.009, 0.004, 0.016], [0.046, 0.075, -0.078], [-0.245, 0.436, 0.098], [-0.039, -0.058, 0.019], [-0.037, 0.011, -0.022], [0.173, -0.057, 0.103], [-0.013, 0.006, -0.003], [-0.210, 0.087, -0.171], [-0.003, 0.015, -0.003]]
}

# 2
{
  "formula": "C16H38Cl2N2OP2",
  "method": "ωB97M-V with the def2-TZVPD basis set",
  "energy_ha": -2420.20435,
  "orbital_gap_ev": 8.64,
  "max_force_ev_per_a": 2.6,
  "smiles": "C/C(Cl)=C(\\Cl)P(C)[PH2]=O.CCN(CC)CC.CCN(CC)CC",
  "multiplicity": 1,
  "e_homo_ha": -0.29938,
  "lumo_ev": 0.49,
  "charge": 0,
  "species": ["Cl", "Cl", "P", "P", "O", "N", "N", "C", "C", "C", "C", "C", "C", "C", "C", "C", "C", "C", "C", "C", "C", "C", "C", "H", "H", "H", "H", "H", "H", "H", "H", "H", "H", "H", "H", "H", "H", "H", "H", "H", "H", "H", "H", "H", "H", "H", "H", "H", "H", "H", "H", "H", "H", "H", "H", "H", "H", "H", "H", "H", "H"],
  "positions_angstrom": [[0.676, -2.113, 2.001], [-1.110, -4.276, -1.250], [2.885, -4.972, 1.094], [1.856, -3.710, -0.387], [2.289, -4.845, 2.437], [-4.898, 1.177, -1.641], [4.415, 1.169, 1.803], [4.895, 1.685, 3.073], [-1.997, -2.839, 0.908], [4.397, 3.065, 3.523], [-3.604, 0.751, -1.137], [-6.113, 2.519, -3.341], [-4.829, 1.806, -2.946], [-0.784, -3.338, 0.176], [1.889, 1.575, 1.923], [6.153, 2.334, 0.465], [3.073, 0.608, 1.816], [-2.860, -0.349, -1.904], [0.430, -3.066, 0.566], [-5.990, 0.239, -1.446], [-6.089, -0.958, -2.402], [4.680, 1.997, 0.642], [2.902, -2.236, -0.781], [-5.957, -0.129, -0.417], [-4.030, 2.552, -2.924], [1.968, 2.407, 1.222], [3.521, -1.922, 0.057], [3.005, -0.125, 2.625], [4.102, 2.935, 0.659], [3.384, 3.025, 3.919], [-3.718, 0.440, -0.094], [-1.826, -0.404, -1.551], [4.673, 0.954, 3.855], [5.987, 1.717, 3.034], [-5.371, -1.738, -2.156], [-2.957, 1.633, -1.099], [6.761, 1.428, 0.443], [6.524, 2.983, 1.260], [-2.827, -0.158, -2.977], [1.783, 1.977, 2.930], [-2.838, -3.466, 0.626], [-2.159, -1.806, 0.613], [2.222, -1.431, -1.051], [5.037, 3.438, 4.326], [2.647, -6.292, 0.652], [-3.303, -1.331, -1.738], [-1.837, -2.942, 1.976], [-4.564, 1.089, -3.740], [4.265, -4.655, 1.054], [4.356, 1.450, -0.248], [0.963, 1.042, 1.696], [6.300, 2.861, -0.479], [-6.410, 3.240, -2.578], [-5.946, -0.670, -3.444], [-6.937, 1.823, -3.501], [2.949, 0.025, 0.898], [4.426, 3.800, 2.718], [-5.961, 3.061, -4.276], [3.515, -2.425, -1.656], [-6.929, 0.796, -1.505], [-7.083, -1.405, -2.323]],
  "atomic_forces_ev_per_a": [[0.063, 0.142, -0.119], [-0.114, 0.084, 0.074], [-0.830, 0.522, 0.769], [-0.080, -0.169, -1.196], [-0.030, 0.061, 0.802], [0.115, -0.005, 0.243], [-0.095, -0.270, 0.032], [0.275, 0.140, 0.099], [0.091, -0.747, -0.481], [-0.001, -0.017, 0.151], [0.223, 0.091, 0.046], [-0.037, -0.024, -0.029], [-0.125, 0.015, -0.153], [-1.866, -0.091, -0.096], [-0.118, -0.075, 0.071], [0.018, 0.045, 0.008], [-0.140, -0.071, -0.087], [0.080, -0.101, 0.144], [2.599, -0.167, 0.259], [-0.309, -0.001, -0.080], [-0.059, -0.107, 0.098], [0.118, 0.159, -0.018], [-0.028, -0.118, 0.639], [0.177, 0.044, 0.003], [0.091, -0.109, 0.112], [0.035, 0.005, 0.011], [0.066, 0.152, -0.057], [0.106, 0.057, 0.058], [0.011, 0.022, -0.070], [-0.037, 0.051, -0.087], [-0.136, -0.028, -0.027], [-0.001, 0.024, -0.019], [-0.135, -0.066, -0.109], [-0.016, 0.018, -0.096], [0.057, 0.022, -0.090], [-0.072, 0.048, -0.086], [-0.022, -0.008, 0.057], [0.015, -0.020, -0.003], [-0.026, 0.006, 0.001], [0.031, 0.075, -0.026], [-0.222, 0.215, -0.019], [-0.246, 0.150, 0.209], [-0.118, 0.090, 0.089], [0.007, -0.010, -0.015], [0.615, 0.171, -0.559], [-0.027, -0.005, -0.097], [-0.028, 0.269, 0.120], [0.013, 0.044, -0.052], [0.007, -0.336, -0.486], [-0.138, -0.068, 0.097], [0.023, -0.014, -0.013], [-0.019, 0.006, 0.011], [-0.001, -0.048, 0.035], [0.019, 0.028, 0.012], [-0.007, 0.020, 0.013], [0.071, 0.118, -0.018], [-0.003, -0.027, -0.022], [0.012, -0.020, 0.000], [0.096, -0.249, 0.007], [0.052, 0.056, -0.063], [0.003, 0.018, 0.000]]
}

# 3
{
  "formula": "C16H38ClCrCuNP",
  "method": "ωB97M-V with the def2-TZVPD basis set",
  "s_squared": 6.1064,
  "energy_ha": -4173.44310,
  "orbital_gap_ev": [3.48, 4.30],
  "max_force_ev_per_a": 6.8,
  "multiplicity": 5,
  "e_homo_ha": [0.03674, 0.00646],
  "lumo_ev": [4.48, 4.47],
  "charge": -2,
  "species": ["Cu", "Cr", "Cl", "P", "N", "C", "C", "C", "C", "C", "C", "C", "C", "C", "C", "C", "C", "C", "C", "C", "C", "H", "H", "H", "H", "H", "H", "H", "H", "H", "H", "H", "H", "H", "H", "H", "H", "H", "H", "H", "H", "H", "H", "H", "H", "H", "H", "H", "H", "H", "H", "H", "H", "H", "H", "H", "H", "H", "H"],
  "positions_angstrom": [[-0.665, -0.061, -1.706], [0.578, -0.265, -3.898], [1.808, -1.998, -3.210], [0.052, -0.021, 1.413], [-0.499, -0.642, 0.036], [1.908, -2.047, 0.479], [-0.667, 1.171, -3.196], [-0.208, -0.629, -5.734], [-1.018, -1.065, 2.663], [-1.449, -0.251, 3.881], [1.908, -0.713, 1.249], [-2.142, 1.800, 1.113], [-2.145, -1.058, -2.528], [-2.216, -1.549, 1.838], [1.857, 0.963, -4.915], [0.080, 2.618, 0.254], [-0.629, 1.862, 1.379], [2.565, -0.903, 2.621], [-0.224, -2.262, 3.169], [2.666, 0.346, 0.467], [-0.333, 2.592, 2.702], [0.612, -1.947, 3.802], [3.658, -0.872, 2.496], [-2.819, -2.240, 2.438], [-0.078, 2.155, -0.735], [-1.975, -0.935, 4.562], [0.137, -2.902, 2.360], [2.026, 1.910, -4.382], [0.046, 0.119, -6.497], [-0.889, -2.866, 3.801], [-1.863, -2.071, 0.932], [-1.667, 1.198, -3.682], [1.776, -1.880, -0.596], [2.827, 0.450, -4.996], [1.097, -2.724, 0.777], [1.160, 2.699, 0.446], [2.281, -0.114, 3.327], [-2.708, 1.438, 1.983], [-2.519, 2.810, 0.867], [-2.144, 0.557, 3.637], [2.796, 1.264, 1.055], [2.332, -1.879, 3.062], [0.188, -1.598, -6.071], [0.746, 2.774, 2.824], [1.543, 1.224, -5.934], [2.151, 0.595, -0.467], [-0.583, 0.149, 4.425], [-2.346, 1.148, 0.249], [-2.846, -0.713, 1.515], [-0.244, 2.188, -3.027], [3.660, -0.049, 0.216], [-2.649, -0.537, -3.351], [2.867, -2.582, 0.625], [-0.338, 3.636, 0.207], [-1.304, -0.705, -5.694], [-0.697, 2.055, 3.584], [-0.845, 3.568, 2.671], [-2.818, -1.156, -1.659], [-1.797, -2.057, -2.843]],
  "atomic_forces_ev_per_a": [[-0.596, 0.400, 0.641], [-0.769, 1.784, -1.421], [0.982, -1.392, 0.430], [-2.582, -3.060, -5.516], [1.168, 1.267, 2.371], [-0.411, 0.057, -0.347], [0.345, 0.463, -0.609], [-0.555, -0.506, -0.501], [0.593, 0.863, 0.151], [-0.289, -0.447, 0.276], [-0.214, 0.658, 1.546], [0.061, -0.160, -0.154], [-0.700, -0.769, -0.219], [0.001, -0.117, 0.003], [0.783, 0.438, 0.109], [-0.032, -0.109, -0.193], [1.125, -0.182, 1.293], [0.569, -0.092, 0.047], [-0.137, -0.189, 0.271], [0.133, 0.089, -0.170], [-0.206, 0.298, -0.066], [-0.226, -0.146, -0.119], [-0.009, 0.036, 0.114], [-0.056, 0.001, 0.273], [0.048, 0.037, 0.342], [-0.053, 0.099, 0.141], [-0.043, 0.202, 0.215], [0.068, 0.033, 0.095], [-0.148, -0.160, 0.177], [-0.028, -0.067, -0.021], [-0.134, 0.384, 0.362], [0.533, 0.383, 0.306], [-0.013, -0.018, 0.291], [0.140, 0.005, -0.037], [0.303, 0.308, -0.099], [-0.280, 0.007, -0.078], [0.103, -0.061, 0.020], [0.170, 0.125, -0.288], [0.275, -0.196, 0.128], [0.227, -0.134, 0.063], [0.039, -0.086, -0.033], [0.080, 0.311, -0.137], [-0.031, -0.105, -0.127], [-0.228, -0.047, -0.037], [0.015, -0.005, 0.248], [0.037, -0.110, 0.107], [-0.173, -0.022, -0.067], [0.148, 0.131, 0.265], [0.129, -0.302, 0.025], [-0.363, -0.188, -0.116], [-0.060, 0.080, -0.012], [0.114, -0.247, 0.144], [-0.102, 0.392, 0.135], [0.073, -0.121, 0.045], [-0.059, -0.102, 0.020], [0.100, 0.222, -0.245], [0.205, -0.043, 0.139], [0.089, -0.073, -0.219], [-0.160, 0.183, 0.035]]
}